(1)
A molecular structure, C15H18As2N2O7STc. Source: the Open Molecules 2025 dataset; level of theory: wB97M-V/def2-TZVPD.

The geometry in ORCA input format:
```
! wB97M-V def2-TZVPD RIJCOSX def2/J DEFGRID3
* xyz 2 2
Tc 0.331 0.738 -0.143
O -1.269 -2.925 -2.105
As -0.485 -2.208 -0.750
O -0.428 -0.472 -1.270
O -1.347 -2.224 0.621
C 1.281 -2.948 -0.938
C 1.335 -4.195 -1.537
C 2.555 -4.863 -1.663
C 3.722 -4.295 -1.196
C 3.692 -3.036 -0.600
C 2.484 -2.379 -0.478
S 2.503 -0.808 0.270
O 1.197 -0.758 1.030
O 3.685 -0.544 0.990
O 2.166 0.256 -0.809
H -2.217 -3.051 -1.943
H 0.434 -4.658 -1.915
H 2.576 -5.839 -2.129
H 4.662 -4.821 -1.290
H 4.597 -2.574 -0.228
N 1.203 6.843 -1.632
C 0.647 5.852 -1.787
C -0.050 4.613 -1.979
C -1.110 4.496 -2.876
C -1.739 3.269 -3.009
C -1.306 2.202 -2.247
N -0.287 2.320 -1.377
C 0.336 3.499 -1.252
H -1.425 5.352 -3.456
H -2.559 3.134 -3.699
H -1.758 1.224 -2.324
H 1.169 3.558 -0.561
C -0.465 -0.858 3.439
As -1.565 0.476 2.643
C -1.674 1.987 3.797
C -3.283 -0.173 2.154
O -0.908 1.175 1.153
H -0.848 -0.967 4.456
H 0.568 -0.520 3.470
H -0.558 -1.783 2.874
H -2.162 1.670 4.719
H -2.255 2.776 3.323
H -0.670 2.341 4.023
H -3.777 -0.519 3.063
H -3.140 -1.001 1.461
H -3.856 0.636 1.706
*
```

For the total energy, the calculation gives -6168.5458 hartree. Its max |F| is 0.0181 Eh/bohr. For the gap between HOMO and LUMO (alpha / beta), the calculation gives 0.2845 / 0.2859 hartree. As for the energy above the lowest of the compared OMol25 structures with the same formula, charge and spin: 0.000 eV. As for the LUMO energy (alpha / beta): -8.29 / -8.18 eV.

Results of the Mulliken charge analysis, in e, for atoms 1 through 4: 1.38, -0.55, 1.04, -0.42

---

(2)
A gas-phase ion, C15H18Cl2N2O (charge +2). Source: the Open Molecules 2025 dataset; level of theory: wB97M-V/def2-TZVPD.

The geometry in ORCA input format:
```
! wB97M-V def2-TZVPD RIJCOSX def2/J DEFGRID3
* xyz 2 1
C -3.440 -1.775 3.688
C -4.596 -2.377 2.791
O -4.090 -3.155 1.648
N -3.106 -2.488 1.004
C -3.311 -1.234 0.445
C -2.246 -0.485 -0.219
C -0.899 -1.061 -0.316
C 0.278 -0.314 -0.960
C 0.288 0.281 -2.295
C 1.504 0.993 -2.719
N 2.609 1.115 -1.901
C 3.830 1.864 -2.335
Cl 5.257 0.730 -2.473
C 4.183 3.026 -1.295
C 2.921 3.826 -0.813
Cl 5.204 4.204 -2.256
C 2.652 0.546 -0.630
C 1.503 -0.169 -0.122
C -0.726 -2.423 0.259
C -1.858 -3.077 0.898
H -2.869 -0.956 3.171
H -3.839 -1.323 4.639
H -2.794 -2.636 4.000
H -5.359 -1.608 2.481
H -5.157 -3.086 3.464
H -4.325 -0.785 0.539
H -2.521 0.522 -0.604
H -0.609 0.181 -2.948
H 1.566 1.498 -3.719
H 3.707 2.291 -3.369
H 4.752 2.602 -0.424
H 3.255 4.784 -0.321
H 2.279 4.157 -1.683
H 2.277 3.255 -0.081
H 3.540 0.645 0.036
H 1.513 -0.605 0.910
H 0.288 -2.877 0.165
H -1.661 -4.088 1.342
*
```

For the total energy, the calculation gives -1686.8034 hartree. Its max |F| is 0.0672 Eh/bohr. For the gap between HOMO and LUMO, the calculation gives 0.2858 hartree. As for the LUMO energy: -8.22 eV.

Results of the Mulliken charge analysis, in e, for atoms 1 through 4: -0.87, -0.30, -0.33, 0.39

---

(3)
C15H18F3NO5 in the gas phase. Source: the Open Molecules 2025 dataset; level of theory: wB97M-V/def2-TZVPD.

The geometry in ORCA input format:
```
! wB97M-V def2-TZVPD RIJCOSX def2/J DEFGRID3
* xyz 0 1
C -3.198 -0.203 3.909
C -1.777 -0.327 4.424
O -0.892 -0.225 3.309
C 0.415 -0.384 3.593
O 0.839 -0.606 4.702
N 1.204 -0.224 2.492
C 2.648 -0.265 2.667
C 3.274 -1.394 1.856
C 0.680 -0.047 1.197
C 1.163 0.965 0.372
C 0.670 1.129 -0.908
C -0.324 0.285 -1.388
C -0.865 0.441 -2.797
O -1.897 -0.452 -3.113
C 0.265 0.221 -3.843
O 1.429 0.177 -3.567
O -0.248 0.116 -5.050
C 0.676 -0.095 -6.113
C -1.403 1.877 -3.010
F -0.454 2.816 -3.067
F -2.111 1.981 -4.137
F -2.236 2.223 -2.011
C -0.793 -0.739 -0.575
C -0.296 -0.907 0.702
H -3.326 0.747 3.396
H -3.416 -1.006 3.210
H -3.894 -0.257 4.741
H -1.613 -1.288 4.924
H -1.542 0.470 5.139
H 2.822 -0.420 3.733
H 3.086 0.695 2.378
H 2.851 -2.350 2.153
H 3.096 -1.248 0.793
H 4.346 -1.418 2.031
H 1.926 1.637 0.730
H 1.071 1.914 -1.527
H -2.674 -0.256 -2.572
H 0.081 -0.147 -7.020
H 1.225 -1.025 -5.955
H 1.387 0.732 -6.163
H -1.533 -1.430 -0.952
H -0.662 -1.713 1.317
*
```

For the total energy, the calculation gives -1312.9882 hartree. Its max |F| is 0.0129 Eh/bohr. Its SMILES is CCOC(=O)N(CC)c1ccc([C@](O)(C(=O)OC)C(F)(F)F)cc1. For the gap between HOMO and LUMO, the calculation gives 0.3425 hartree. As for the energy above the lowest of the compared OMol25 structures with the same formula, charge and spin: 0.270 eV. As for the LUMO energy: 0.59 eV.

Results of the Mulliken charge analysis, in e, for atoms 1 through 4: -1.22, -0.29, -0.29, 0.61

---

(4)
A molecular structure, C15H18F4IN4Pd. Source: the Open Molecules 2025 dataset; level of theory: wB97M-V/def2-TZVPD.

The geometry in ORCA input format:
```
! wB97M-V def2-TZVPD RIJCOSX def2/J DEFGRID3
* xyz 1 3
Pd -0.480 0.791 0.055
C -0.696 -1.520 -3.164
C -0.926 -1.879 -1.723
N 0.046 -1.372 -0.733
C 1.446 -1.479 -1.203
C 1.897 -2.862 -1.647
C -0.206 -2.062 0.533
C 0.418 -1.405 1.749
N 0.033 0.000 1.839
C 0.286 0.720 2.946
C -0.087 2.094 2.975
F -0.651 2.678 1.884
C 0.028 2.851 4.095
F -0.438 4.088 4.063
C 0.593 2.355 5.246
C 1.036 1.040 5.246
F 1.503 0.461 6.344
C 0.901 0.236 4.130
F 1.363 -1.009 4.224
H -1.574 -1.705 -3.773
H 0.138 -2.068 -3.599
H -0.411 -0.455 -3.310
H -0.993 -2.972 -1.615
H -1.907 -1.518 -1.441
H 2.073 -1.178 -0.346
H 1.625 -0.733 -2.011
H 1.875 -3.584 -0.834
H 2.893 -2.835 -2.002
H 1.305 -3.293 -2.472
H 0.164 -3.113 0.509
H -1.272 -2.120 0.660
H 1.532 -1.465 1.734
H 0.121 -1.935 2.668
H 0.606 2.960 6.146
I -0.361 3.696 -5.499
C -0.983 2.811 -3.761
C -2.287 2.737 -3.278
N -2.224 2.102 -2.106
N -0.956 1.735 -1.789
C -0.187 2.163 -2.785
H -3.185 3.082 -3.748
H -2.948 2.005 -1.417
H 0.892 1.955 -2.793
*
```

For the total energy, the calculation gives -1626.1469 hartree. Its max |F| is 0.0305 Eh/bohr. For the gap between HOMO and LUMO (alpha / beta), the calculation gives 0.3308 / 0.2312 hartree. As for the energy above the lowest of the compared OMol25 structures with the same formula, charge and spin: 0.000 eV. As for the LUMO energy (alpha / beta): -2.30 / -5.33 eV.

Results of the Mulliken charge analysis, in e, for atoms 1 through 4: 0.40, -1.22, -0.57, 0.72

---

(5)
2 unconnected molecules or ions with the total composition C15H18N3O6S3. Source: the Open Molecules 2025 dataset; level of theory: wB97M-V/def2-TZVPD.

The geometry in ORCA input format:
```
! wB97M-V def2-TZVPD RIJCOSX def2/J DEFGRID3
* xyz 1 1
O -4.809 -2.220 6.758
C -4.275 -1.497 5.969
O -3.805 -0.285 6.410
C -4.029 -1.849 4.497
C -4.976 -1.577 3.468
C -4.664 -1.893 2.145
N -3.502 -2.452 1.781
C -3.147 -2.752 0.368
C -2.229 -1.602 -0.124
C -1.857 -1.677 -1.645
S -1.853 -0.019 -2.412
C -0.559 0.957 -1.644
S -0.379 1.116 -0.015
N 0.342 1.660 -2.467
C 0.563 1.542 -3.845
C 1.552 2.456 -4.114
N 1.978 3.160 -2.952
C 1.202 2.637 -2.031
C -2.597 -2.753 2.737
C -2.816 -2.476 4.087
H -3.534 0.230 5.631
H -5.930 -1.124 3.763
H -5.402 -1.647 1.373
H -4.046 -2.911 -0.251
H -2.573 -3.699 0.317
H -2.677 -0.606 0.065
H -1.274 -1.593 0.440
H -2.639 -2.263 -2.174
H -0.916 -2.229 -1.834
H 0.060 0.861 -4.529
H 2.031 2.667 -5.074
H 1.345 3.044 -1.030
H -1.650 -3.229 2.461
H -2.044 -2.746 4.819
C 5.234 1.877 -1.671
C 5.837 3.266 -1.679
O 7.247 3.050 -1.573
S 7.632 1.672 -2.313
O 8.093 1.973 -3.619
O 8.374 0.871 -1.409
O 6.140 1.074 -2.432
H 5.188 1.471 -0.657
H 4.241 1.857 -2.115
H 5.479 3.881 -0.856
H 5.642 3.777 -2.624
*
```

For the total energy, the calculation gives -2392.3465 hartree. Its max |F| is 0.0574 Eh/bohr. For the gap between HOMO and LUMO, the calculation gives 0.2424 hartree. As for the LUMO energy: -5.08 eV.

Results of the Mulliken charge analysis, in e, for atoms 1 through 4: -0.43, 0.32, -0.42, 0.29

---

(6)
A molecular structure, C15H18NPdS4. Source: the Open Molecules 2025 dataset; level of theory: wB97M-V/def2-TZVPD.

The geometry in ORCA input format:
```
! wB97M-V def2-TZVPD RIJCOSX def2/J DEFGRID3
* xyz -1 1
Pd -0.048 0.318 -0.472
C -0.471 2.266 2.083
C 0.198 3.358 1.243
S -0.034 3.151 -0.540
C 1.653 3.255 -1.183
C 2.714 2.336 -0.578
S 2.321 0.557 -0.642
C 2.738 0.100 1.072
C 1.915 0.761 2.179
S 0.127 0.552 1.933
H -1.517 2.171 1.785
H -0.447 2.578 3.132
H 1.264 3.419 1.457
H -0.233 4.313 1.553
H 2.022 4.282 -1.128
H 1.521 3.006 -2.238
H 2.899 2.604 0.462
H 3.647 2.509 -1.119
H 3.803 0.264 1.264
H 2.558 -0.976 1.082
H 2.144 1.823 2.260
H 2.204 0.303 3.128
S -4.117 -1.783 -0.751
C -4.406 -0.101 -0.845
C -3.245 0.585 -1.045
C -2.034 -0.193 -1.126
C -2.398 -1.525 -0.976
C -1.520 -2.696 -1.003
C -2.028 -4.012 -1.003
C -1.164 -5.084 -0.977
C 0.208 -4.854 -0.986
C 0.621 -3.532 -1.037
N -0.195 -2.489 -1.029
H -5.408 0.295 -0.760
H -3.247 1.666 -1.155
H -3.098 -4.179 -1.022
H -1.557 -6.095 -0.961
H 0.928 -5.663 -0.966
H 1.682 -3.291 -1.090
*
```

For the total energy, the calculation gives -2357.7386 hartree. Its max |F| is 0.0152 Eh/bohr. For the gap between HOMO and LUMO, the calculation gives 0.1593 hartree. As for the energy above the lowest of the compared OMol25 structures with the same formula, charge and spin: 0.276 eV. As for the LUMO energy: 2.63 eV.

Results of the Mulliken charge analysis, in e, for atoms 1 through 4: -0.53, -0.70, -0.76, -0.06